Here is 16 unconnected molecules or ions with the total composition H31O16 in a non-equilibrium geometry from the Open Molecules 2025 dataset. Energies are from ωB97M-V with the def2-TZVPD basis set.

The geometry in XYZ format:
```
47
Properties=species:S:1:pos:R:3:forces:R:3:mulliken_charge:R:1
O 0.177906 -3.631720 -1.576848 0.427 1.812 0.690 -0.629
H 1.285541 4.156535 3.606527 0.607 -0.076 -1.154 0.321
H -1.731365 -1.600168 -1.472735 -0.048 0.384 -0.116 0.327
O 2.715171 3.099677 -2.030268 -0.425 -0.292 -0.753 -0.659
H -0.655679 -3.168916 -1.838898 0.532 -1.208 -0.387 0.418
H 0.274405 -4.561886 -1.707244 -0.736 -0.584 -0.361 0.269
O -0.441128 -0.338722 -5.285243 0.685 1.657 0.456 -0.649
H 2.919610 2.272971 -1.581056 0.402 0.448 0.327 0.301
H -2.713570 -2.494162 -2.122264 -0.417 0.047 -0.204 0.331
O -1.924686 -1.986410 -2.340919 0.175 -0.174 0.626 -0.714
H -2.846421 1.007495 -4.284291 0.058 0.039 0.090 0.310
H 2.994560 3.858702 -1.513682 0.422 -0.380 0.464 0.326
O -2.139234 1.633543 -4.092450 -0.250 0.329 0.458 -0.589
H -0.497144 3.158939 -1.242282 0.464 0.100 0.531 0.283
H -5.371206 -1.032328 0.347665 0.437 -0.250 -0.285 0.243
O -1.833378 -0.501766 3.769448 0.303 -0.191 0.573 -0.662
H -2.224641 -0.240481 2.915203 -0.140 -0.452 0.050 0.415
H -1.855525 -1.470547 3.662143 -0.080 0.650 0.130 0.269
O 0.364553 -2.121065 1.260279 0.288 0.479 1.274 -0.543
H -0.269907 -2.635924 1.820688 0.158 0.423 -0.843 0.321
H 0.321181 -2.627770 0.461621 -0.018 -0.615 -0.917 0.256
O 4.733586 3.542134 -0.183641 -0.438 -0.120 -0.929 -0.586
H 5.364411 2.883346 -0.499498 0.039 0.290 0.479 0.302
H -0.772885 -0.477953 -4.399831 -0.530 -0.930 0.476 0.290
O -1.802694 -3.475916 1.691663 -2.363 1.336 0.220 -0.804
H -2.229292 -3.859115 0.929900 0.236 -0.959 -0.458 0.246
O 0.088210 2.897297 -1.949778 1.669 -0.348 -0.320 -0.646
H -2.373204 2.051516 -3.243683 0.241 -0.338 -0.521 0.299
H 1.105455 2.917899 -1.731039 -2.717 0.417 -0.329 0.382
O 3.251158 -1.609602 -0.377016 0.637 0.001 -0.086 -0.623
H -0.171951 0.594599 -5.082620 -0.191 -0.843 -0.960 0.328
H 2.341701 -1.888215 -0.507499 -0.231 0.169 0.110 0.335
O -4.637731 -1.444014 -0.138210 0.767 0.232 0.918 -0.738
H 0.438860 -1.717525 3.857172 -0.048 0.195 -0.042 0.346
H 2.152892 1.462779 2.149843 0.316 -0.188 0.151 0.278
O 1.816289 4.626406 2.932221 -0.201 1.176 1.262 -0.632
H 2.084607 4.056775 2.221167 -0.458 -0.929 -0.046 0.322
H -1.995400 -0.640741 0.968411 0.741 -0.041 -0.417 0.189
O 1.492944 2.069645 1.817032 -0.241 -0.301 -0.226 -0.582
H -3.786784 -1.313185 0.525421 -1.206 0.091 -0.707 0.467
H 0.730221 1.488379 1.687382 -0.049 0.184 -0.032 0.289
O -2.650939 -1.121886 1.456488 -1.547 -0.248 -0.418 -1.037
H -2.456136 -2.545615 1.614709 2.402 -0.508 0.500 0.425
H 4.938577 3.837638 0.693238 0.515 -0.087 0.614 0.297
O 0.923433 -1.553379 4.673189 0.545 0.101 0.071 -0.638
H 3.267476 -0.652359 -0.283725 -0.384 -0.202 -0.009 0.276
H 1.598155 -0.904911 4.423328 -0.350 -0.295 0.048 0.269
```
Forces are in eV/Å.

Results
- net charge = -1
- HOMO (eV) = -6.4
- energy above the lowest of the compared OMol25 structures with the same formula, charge and spin (kcal/mol) = 76.4
- HOMO-LUMO gap (eV) = 8.0724
- strongest force on any atom (eV/Å) = 2.77
- molecular weight (g/mol) = 287.2



Here is a molecular structure, H32N4O24S4Zn in a non-equilibrium geometry from the Open Molecules 2025 dataset. Energies are from ωB97M-V with the def2-TZVPD basis set.

The geometry in XYZ format:
```
65
Properties=species:S:1:pos:R:3:forces:R:3:mulliken_charge:R:1
Zn 0.195298 -1.799511 2.045292 -0.967 -0.163 0.621 0.056
N -2.118092 1.950029 2.087182 -1.269 2.403 -0.145 0.102
H -3.112392 2.126569 2.104582 -0.484 -0.655 -0.430 0.444
H -1.825972 1.416449 2.893442 1.035 -1.477 1.947 0.291
H -1.787882 2.885059 2.278942 0.866 0.300 -0.304 0.388
H -1.810902 1.583599 1.197542 0.236 0.070 -0.298 -0.082
N -2.123072 -1.815051 -1.754118 -2.096 1.104 0.011 0.032
H -2.693962 -1.518651 -0.975448 -0.252 0.080 0.041 0.191
H -1.624332 -2.651301 -1.485698 0.727 -2.706 -0.149 0.437
H -1.347902 -1.172681 -1.835238 0.687 1.056 -0.093 -0.124
H -2.658702 -1.794241 -2.610138 -0.150 -0.665 -0.047 0.363
N 1.498758 -2.529051 -1.824928 0.391 -0.128 -2.147 0.139
H 2.326388 -2.552241 -1.246488 0.596 0.219 0.644 0.287
H 0.902428 -1.716441 -1.760358 0.225 0.419 0.390 -0.095
H 0.909418 -3.324461 -1.624658 -0.982 -1.011 0.458 0.370
H 1.756888 -2.650691 -2.793778 0.326 0.167 -0.325 0.435
N 2.199208 1.232509 1.692492 0.595 1.735 0.544 0.275
H 2.674878 2.107579 1.860112 0.109 0.253 0.299 0.443
H 2.872568 0.567909 1.338922 0.294 -0.452 0.203 0.416
H 1.540828 1.392599 0.943502 -0.527 0.050 -0.178 0.071
H 1.747768 0.912419 2.537392 -0.432 -0.540 0.789 0.164
S -0.171292 0.486589 -0.518578 0.503 -0.228 5.083 -1.025
O -0.073842 -0.394471 -1.651718 0.103 0.051 -2.947 -0.107
O -1.485462 1.170219 -0.424968 0.974 -0.468 -0.746 -0.582
O 0.002688 -0.376971 0.677522 -1.053 1.587 -1.591 2.035
O 0.925538 1.436719 -0.479658 -1.007 0.197 -1.436 -1.096
S -0.487312 -4.300331 -0.019868 -0.907 -9.233 2.121 1.016
O -0.576072 -3.220631 0.871582 -0.677 6.108 3.500 -0.326
O -0.545252 -3.868621 -1.384838 -0.797 2.209 -4.465 -1.048
O 0.772448 -4.981201 0.215792 0.936 0.008 -0.431 -0.717
O -1.652892 -5.177371 0.221302 0.402 0.709 -0.322 -0.784
S 0.147698 0.415599 4.468412 -0.204 0.120 5.320 1.268
O 1.002328 1.559689 4.734192 1.116 0.413 -1.074 -0.778
O -1.191572 0.917839 4.193982 -2.498 0.409 -1.297 -0.916
O 0.638368 -0.351851 3.317682 1.278 -1.265 -2.529 -0.697
O 0.066328 -0.473471 5.621772 0.165 -0.318 -0.340 -0.765
S 3.355758 -2.014261 1.058922 -1.753 -1.245 -1.878 1.174
O 3.786098 -0.650011 1.110622 2.826 0.745 0.904 -0.662
O 1.949598 -2.022041 1.360392 0.244 -0.977 0.358 -0.194
O 3.521368 -2.462681 -0.334028 1.603 -0.494 1.275 -0.746
O 4.119148 -2.866641 2.015982 0.530 0.450 -0.192 -0.407
O -0.015622 0.731069 -4.163358 -0.409 -0.460 -0.692 -0.726
H -0.888602 0.506769 -4.485558 -0.108 0.140 -0.276 0.305
H 0.008258 0.382309 -3.272278 -0.039 -0.195 0.573 0.274
O -2.912032 4.209729 0.089182 -0.023 -0.168 0.555 -0.603
H -3.275002 4.988269 -0.333138 -0.110 0.125 -0.129 0.291
H -2.146652 3.984609 -0.439728 0.231 -0.009 -0.346 0.272
O -3.874402 0.835039 0.378362 -1.352 -0.264 0.216 -0.755
H -3.058952 1.101029 -0.046518 0.182 -0.090 -0.380 0.584
H -3.795582 -0.113881 0.476232 -0.159 -0.144 0.095 0.316
O 2.338438 3.464479 -0.954108 0.598 0.891 0.229 -0.725
H 1.830228 2.685869 -0.726678 -0.238 0.096 -0.268 0.625
H 3.194008 3.319019 -0.550268 0.335 0.068 -0.052 0.314
O 1.999128 2.308909 -3.584218 0.378 0.182 -0.065 -0.712
H 2.416918 1.920759 -2.815438 0.383 0.374 0.077 0.299
H 1.329008 1.674689 -3.839058 -0.148 0.166 -0.435 0.466
O -2.309342 2.576249 -2.465058 -0.345 0.601 -0.690 -0.672
H -2.622932 1.881799 -3.044408 -0.084 0.022 -0.176 0.261
H -2.143662 2.136519 -1.631138 0.265 -0.231 0.178 0.208
O -1.852912 -1.568721 2.435052 -0.791 0.119 0.160 -0.319
H -2.369522 -1.305481 3.196662 0.275 0.311 0.722 0.289
H -2.467202 -1.526601 1.702182 0.171 -0.405 -0.243 0.168
O 3.305258 0.325269 -1.456928 0.254 0.195 -0.364 -0.784
H 3.308398 -0.528881 -1.024898 0.309 -0.261 0.022 0.314
H 2.377858 0.534659 -1.567928 -0.283 0.097 0.144 0.065
```
Forces are in eV/Å.

Results
- net charge = -1
- HOMO (alpha / beta) (eV) = -5.9 / -5.9
- multiplicity = 2
- HOMO-LUMO gap (alpha / beta) (eV) = 6.8404 / 3.2837
- strongest force on any atom (eV/Å) = 9.52
- expectation value of S² = 0.76
- molecular weight (g/mol) = 665.9